(1)
# C41H41FP2W

C41H41FP2W as an isolated structure (wB97M-V/def2-TZVPD, the Open Molecules 2025 dataset).

The geometry in XYZ format:
```
86
Properties=species:S:1:pos:R:3
W -0.44 0.74 -0.86
C -1.79 0.92 -6.39
C -1.82 -0.40 -6.15
C -1.12 -1.45 -6.97
C 0.31 -1.08 -7.45
C 1.15 -0.23 -6.54
C 1.20 1.11 -6.63
C 0.32 1.97 -7.47
C -1.14 1.48 -7.62
C 1.06 0.37 0.61
H -2.33 1.62 -5.75
H -2.45 -0.78 -5.34
H -1.67 -1.69 -7.91
H -1.09 -2.38 -6.38
H 0.86 -2.03 -7.62
H 0.24 -0.59 -8.43
H 1.84 -0.78 -5.92
H 2.01 1.69 -6.20
H 0.72 2.08 -8.50
H 0.34 2.97 -7.00
H -1.72 2.35 -7.98
H -1.17 0.73 -8.43
H 0.66 1.09 1.36
H 2.14 0.52 0.50
H 0.84 -0.66 0.95
P -1.47 -0.91 -2.03
P 1.61 0.19 -1.93
C -0.38 -1.04 -3.43
C 0.92 -0.63 -3.38
C -2.47 -2.36 -1.77
C -2.78 -3.19 -2.85
C -3.62 -4.29 -2.64
C -4.09 -4.57 -1.35
C -3.75 -3.74 -0.27
C -2.96 -2.62 -0.48
C -2.65 0.50 -2.40
C -2.08 1.80 -2.30
C -2.93 2.91 -2.41
C -4.32 2.73 -2.48
C -4.87 1.45 -2.41
C -4.04 0.33 -2.35
C 3.09 -0.88 -1.60
C 2.88 -2.17 -1.08
C 3.97 -3.01 -0.81
C 5.27 -2.58 -1.09
C 5.49 -1.29 -1.60
C 4.40 -0.44 -1.86
C 2.35 1.80 -2.41
C 2.67 2.74 -1.42
C 3.09 4.01 -1.80
C 3.19 4.35 -3.16
C 2.88 3.40 -4.15
C 2.49 2.11 -3.76
H -0.87 -1.36 -4.35
H 1.65 -0.88 -4.15
H -2.38 -2.97 -3.84
H -3.89 -4.92 -3.48
H -4.71 -5.45 -1.17
H -4.10 -3.96 0.74
H -2.73 -1.93 0.34
H -0.94 2.04 -2.17
H -2.50 3.92 -2.41
H -4.98 3.60 -2.56
H -5.96 1.32 -2.42
H -4.47 -0.67 -2.27
H 1.87 -2.52 -0.87
H 3.80 -4.00 -0.39
H 6.12 -3.24 -0.90
H 6.51 -0.93 -1.78
H 4.59 0.56 -2.24
H 2.57 2.48 -0.37
H 3.34 4.75 -1.03
H 3.50 5.35 -3.45
H 2.93 3.66 -5.21
H 2.27 1.34 -4.49
F -3.93 0.24 4.46
C -3.14 0.32 3.34
C -3.36 1.33 2.42
C -2.57 1.37 1.25
C -1.63 0.37 0.97
C -1.48 -0.67 1.92
C -2.20 -0.68 3.13
H -4.14 2.06 2.58
H -2.71 2.19 0.54
H -0.79 -1.50 1.72
H -2.07 -1.48 3.85
```

E_LUMO (spin up / spin down) = -7.28 / -7.22 eV
Charge = +2
Relative energy (zero: lowest compared OMol25 entry of this formula, charge and spin) = 0.000 eV
Spin multiplicity = 3
HOMO level (spin up / spin down) = -13.660 / -13.659 eV
Frontier orbital gap (spin up / spin down) = 6.378 / 6.443 eV
Expectation value of S² = 2.02

(2)
# C4H2N2O3S

C4H2N2O3S as an isolated structure (wB97M-V/def2-TZVPD, the Open Molecules 2025 dataset).

The geometry in XYZ format:
```
12
Properties=species:S:1:pos:R:3
C -0.66 1.64 -0.39
C -1.06 0.63 -1.24
C 1.30 0.72 0.64
C 0.76 -0.68 -0.63
N 0.50 1.53 0.30
N -0.23 -0.37 -1.26
O 2.29 0.40 1.18
O -0.32 -1.34 1.89
O 0.01 -3.30 0.46
S 0.57 -2.16 1.11
H -1.25 2.55 -0.18
H -1.91 0.38 -1.88
```

E_LUMO = -1.47 eV
Charge = 0
HOMO level = -9.844 eV
Frontier orbital gap = 8.375 eV

(3)
# C36H28IN9O3S2Ti

C36H28IN9O3S2Ti as an isolated structure (wB97M-V/def2-TZVPD, the Open Molecules 2025 dataset).

The geometry in XYZ format:
```
80
Properties=species:S:1:pos:R:3
Ti -0.50 -0.07 0.07
C -6.42 0.72 4.26
C -5.21 0.86 3.38
C -4.59 2.08 3.16
C -3.48 2.20 2.35
C -2.92 1.11 1.67
N -1.83 1.22 0.83
C -1.27 2.52 0.79
C -1.76 3.50 -0.07
C -1.22 4.77 -0.07
C -0.17 5.11 0.78
C 0.47 6.47 0.75
C 0.34 4.12 1.62
C -0.19 2.85 1.61
N 0.40 1.84 2.43
C 1.02 1.99 3.61
C 1.53 0.77 3.98
C 1.18 -0.09 2.93
N 0.50 0.56 2.00
C -3.55 -0.13 1.90
C -4.65 -0.24 2.75
N -3.05 -1.31 1.31
C -3.75 -2.44 1.07
C -2.85 -3.45 0.85
C -1.60 -2.84 0.95
N -1.71 -1.55 1.22
H -6.60 1.63 4.82
H -6.29 -0.10 4.98
H -7.32 0.50 3.68
H -4.98 2.97 3.65
H -3.03 3.18 2.23
H -2.57 3.23 -0.73
H -1.61 5.52 -0.75
H 0.01 7.11 0.00
H 1.53 6.37 0.53
H 0.38 6.97 1.72
H 1.22 4.33 2.21
H 1.05 2.95 4.10
H 2.09 0.53 4.86
H 1.37 -1.15 2.79
H -5.06 -1.23 2.94
H -4.82 -2.43 1.08
H -3.05 -4.47 0.57
H -0.63 -3.29 0.81
S -1.79 -0.58 -1.78
C -0.62 -0.97 -3.10
S -0.08 0.27 -4.06
C -0.31 -2.33 -3.27
C 0.44 -2.77 -4.40
N 1.05 -3.17 -5.29
C -0.65 -3.34 -2.34
N -0.88 -4.21 -1.62
O 1.59 -2.98 1.38
C 1.56 -2.47 0.27
O 0.82 -1.45 -0.06
C 2.41 -3.03 -0.85
C 2.88 -4.36 -0.74
C 3.64 -4.86 -1.75
C 3.94 -4.05 -2.87
C 4.72 -4.49 -3.96
C 4.98 -3.66 -5.01
C 4.46 -2.35 -5.02
C 3.69 -1.89 -3.99
C 3.43 -2.73 -2.88
N 2.66 -2.25 -1.86
H 2.61 -4.93 0.14
H 4.01 -5.88 -1.72
H 5.11 -5.51 -3.95
H 5.57 -4.01 -5.85
H 4.63 -1.71 -5.88
H 3.23 -0.91 -4.01
N 2.59 0.68 -1.70
C 1.72 1.59 -1.29
O 0.62 1.17 -0.74
C 1.98 2.96 -1.37
I 3.76 3.36 0.77
H 2.38 -0.32 -1.72
H 3.49 0.98 -2.04
H 1.21 3.65 -1.06
H 2.75 3.32 -2.03
```

E_LUMO (spin up / spin down) = 1.81 / 1.23 eV
Charge = -1
Relative energy (zero: lowest compared OMol25 entry of this formula, charge and spin) = 0.578 eV
Spin multiplicity = 2
HOMO level (spin up / spin down) = -4.541 / -4.655 eV
Frontier orbital gap (spin up / spin down) = 6.348 / 5.884 eV
Expectation value of S² = 0.76

(4)
# C4H6Cl2S

C4H6Cl2S in the gas phase (wB97M-V/def2-TZVPD, the Open Molecules 2025 dataset).

The geometry in XYZ format:
```
13
Properties=species:S:1:pos:R:3
S 2.97 0.64 0.00
C 1.58 -0.45 -0.52
C 0.34 -0.16 0.29
C -0.81 -0.05 -0.41
C -2.07 0.38 0.30
Cl -2.59 1.98 -0.18
Cl -3.29 -0.92 -0.03
H 3.10 0.25 1.26
H 1.83 -1.49 -0.46
H 1.45 -0.16 -1.58
H 0.40 -0.08 1.39
H -0.90 -0.25 -1.43
H -2.01 0.32 1.38
```

E_LUMO = 0.80 eV
SMILES = SC/C=C/C(Cl)Cl
Charge = 0
Relative energy (zero: lowest compared OMol25 entry of this formula, charge and spin) = 0.327 eV
HOMO level = -9.415 eV
Frontier orbital gap = 10.214 eV